No. 1
Molecular formula: C30H31N5O5
Method: DFT, wB97M-V/def2-TZVPD

The geometry in XYZ format:
```
71
Properties=species:S:1:pos:R:3:forces:R:3:lowdin_charge:R:1
C 1.01314 -5.72063 -4.16007 0.102 -0.201 -0.032 -0.085
O 0.38096 -4.48406 -3.92490 -0.127 0.282 0.084 -0.077
C 0.42987 -3.95961 -2.67345 -0.034 0.149 0.246 -0.272
C 1.05887 -4.54362 -1.58276 0.006 -0.188 -0.361 -0.013
C 1.04692 -3.88807 -0.36506 -0.203 0.270 0.046 0.007
C 0.42691 -2.66031 -0.20744 -0.051 -0.274 -0.410 -0.117
N 0.47644 -1.99514 1.04566 0.492 -0.040 0.259 0.043
N -0.61967 -1.33476 1.37039 -0.819 0.427 0.831 0.167
C -0.71182 -0.61886 2.44449 0.441 -0.522 -0.315 -0.105
C -1.98118 0.16257 2.56267 -0.356 0.020 -0.344 -0.434
O -2.33375 0.76081 3.56667 0.112 0.000 0.239 0.049
N -2.66364 0.20452 1.40325 -0.134 -0.041 -0.242 0.094
C -3.83763 1.01427 1.19865 -0.234 0.037 0.024 -0.058
C -3.61653 2.02281 0.06455 -0.257 -0.238 0.324 -0.443
O -4.20500 1.89127 -0.99586 -0.168 -0.205 -0.239 0.043
N -2.76502 3.04131 0.29281 0.093 0.411 -0.075 -0.043
C -1.84754 3.18011 1.39860 0.356 -0.282 0.260 -0.109
C -0.44763 2.76898 0.93025 -0.169 0.159 0.203 -0.155
N -0.04570 3.65123 -0.14947 0.009 0.072 -0.004 -0.150
C 1.34955 3.49693 -0.54401 -0.029 0.028 0.008 -0.146
C 1.69743 2.16521 -1.16842 0.014 0.086 0.012 -0.213
C 1.53272 1.96505 -2.53434 0.028 0.020 0.051 -0.055
C 1.81793 0.73914 -3.11006 -0.001 -0.040 -0.126 -0.086
C 2.29148 -0.30063 -2.32916 0.044 -0.026 -0.038 -0.083
C 2.47431 -0.10903 -0.97041 0.065 -0.079 0.042 -0.068
C 2.16562 1.11050 -0.39318 0.004 0.038 -0.039 -0.032
C -0.97010 3.56041 -1.26511 -0.248 0.157 0.090 -0.160
C -2.38594 3.90978 -0.80360 0.035 -0.024 -0.498 -0.111
C 0.36953 -0.52668 3.38962 0.514 -0.193 0.007 -0.077
C 0.32798 0.19694 4.58775 -0.092 0.101 0.095 0.000
C 1.42711 0.22219 5.41573 -0.011 -0.013 -0.052 -0.056
C 2.59358 -0.46206 5.07578 0.045 -0.048 -0.059 -0.061
C 2.65478 -1.17522 3.90088 0.011 -0.056 -0.081 -0.002
C 1.54774 -1.21900 3.05002 -0.279 0.297 0.331 -0.062
C 1.64986 -1.97422 1.80263 0.152 0.060 -0.067 -0.358
O 2.66492 -2.52978 1.42555 0.036 0.013 0.105 0.064
C -0.24533 -2.07513 -1.30140 0.006 -0.089 0.127 -0.206
O -0.88617 -0.89174 -1.10420 0.298 -0.249 -0.084 -0.103
C -1.60857 -0.33868 -2.18461 -0.123 0.137 -0.335 -0.054
C -0.22369 -2.73633 -2.51708 -0.074 -0.025 -0.140 0.058
H 2.08774 -5.66585 -3.96086 -0.039 -0.003 0.007 0.096
H 0.57058 -6.51834 -3.55568 0.024 0.033 -0.011 0.096
H 0.85252 -5.93683 -5.21497 0.037 -0.027 0.084 0.093
H 1.55882 -5.49435 -1.66000 0.046 -0.099 -0.039 0.104
H 1.54192 -4.34044 0.47774 0.024 0.010 0.040 0.120
H -2.29614 -0.33958 0.63347 0.069 0.004 0.017 0.120
H -4.07456 1.51206 2.14240 0.018 -0.066 -0.110 0.130
H -4.68363 0.38633 0.90056 0.104 0.199 0.031 0.133
H -2.15855 2.60114 2.26332 -0.055 0.036 -0.014 0.099
H -1.82244 4.23772 1.68090 -0.001 -0.085 0.042 0.134
H 0.26049 2.87967 1.75469 0.039 -0.036 0.026 0.131
H -0.46179 1.70911 0.61960 0.000 0.040 0.043 0.118
H 1.56954 4.30209 -1.25173 0.068 -0.035 0.054 0.124
H 1.95437 3.65465 0.35328 0.038 0.023 -0.074 0.123
H 1.18989 2.78051 -3.15601 -0.037 0.097 -0.053 0.111
H 1.68224 0.60033 -4.17355 0.001 -0.013 -0.087 0.106
H 2.52350 -1.25647 -2.77494 0.023 -0.089 -0.038 0.108
H 2.86744 -0.91232 -0.36683 0.033 -0.106 0.083 0.094
H 2.30947 1.25121 0.67009 0.034 0.039 0.126 0.113
H -0.65574 4.27245 -2.03156 0.000 -0.046 -0.067 0.128
H -0.98252 2.55022 -1.70737 -0.010 0.071 -0.025 0.112
H -3.09832 3.77003 -1.61756 0.094 0.073 0.109 0.123
H -2.41943 4.94534 -0.45470 0.008 -0.027 -0.023 0.130
H -0.57636 0.72245 4.84731 -0.018 0.013 0.019 0.104
H 1.38628 0.77931 6.34006 -0.026 0.047 0.065 0.108
H 3.44755 -0.43100 5.73577 0.073 -0.008 0.039 0.106
H 3.54314 -1.71389 3.60770 0.065 -0.029 -0.012 0.120
H -2.34541 -1.04565 -2.57485 0.018 -0.005 0.020 0.106
H -2.13653 0.52760 -1.78898 0.031 -0.031 -0.051 0.070
H -0.93690 -0.02279 -2.98805 -0.028 -0.019 0.025 0.091
H -0.69992 -2.32515 -3.39060 -0.087 0.105 -0.070 0.120
```
Positions in Å, forces in eV/Å.

Output
Molar mass   541.61 g mol⁻¹
Multiplicity   1
Energy relative to the best compared isomer or geometry (same formula, charge and spin)   278.17 kJ/mol
SMILES   COc1ccc(-n2nc(C(=O)NCC(=O)N3CCN(Cc4ccccc4)CC3)c3ccccc3c2=O)c(OC)c1

=====

No. 2
Molecular formula: C36H78F9N6O11
Method: DFT, wB97M-V/def2-TZVPD

The geometry in XYZ format:
```
140
Properties=species:S:1:pos:R:3:forces:R:3:lowdin_charge:R:1
C 8.49082 14.63164 12.98339 -0.440 0.444 -0.957 -0.002
C 8.63513 13.43679 13.84782 -0.881 -2.246 0.942 -0.537
O 7.97467 12.42465 13.61431 0.121 0.592 -0.236 0.033
N 9.49962 13.40614 14.89051 -0.689 3.833 -1.965 -0.005
H 12.56664 15.26445 10.80613 -0.131 -0.490 -0.769 0.093
H 10.08099 14.19792 14.97509 0.579 0.879 0.151 0.123
C 9.77209 12.35003 15.70006 0.215 -2.852 0.727 -0.107
H 8.80946 15.62894 13.30211 -0.266 -0.301 0.477 0.076
H 7.46690 14.60296 12.55685 0.545 0.302 0.585 0.102
H 9.11203 14.41297 12.13439 0.482 -0.080 -0.631 0.073
H 10.56267 11.76027 15.25968 0.271 -0.761 0.064 0.089
H 8.88556 11.75488 15.84539 -0.272 -0.434 -0.137 0.100
H 10.09148 12.63386 16.66916 0.360 0.652 0.950 0.069
C 14.07575 17.95085 5.19965 -0.971 0.111 0.766 0.051
C 12.60424 17.72878 5.45602 0.865 -0.459 -0.030 -0.391
O 12.04503 17.28035 6.38636 0.008 0.012 0.488 0.195
N 11.67011 18.04203 4.28920 -1.807 -0.509 -0.413 0.073
H 11.92836 18.68047 3.53457 0.587 0.298 0.491 0.174
H 11.49706 17.15114 3.78913 0.662 0.229 0.205 0.188
C 10.19443 18.33692 4.71805 0.501 -0.203 -1.669 0.049
H 14.65923 17.05193 5.42395 -0.284 0.088 -0.118 0.116
H 14.38167 18.72307 5.92401 0.098 -0.080 -0.472 0.120
H 14.16565 18.25936 4.17669 0.671 0.281 -0.377 0.080
H 9.84582 18.71395 3.72881 -0.567 -0.187 1.049 0.115
H 10.10150 19.10384 5.50115 0.270 -0.615 -0.269 0.116
H 9.77616 17.33115 4.92372 -0.051 1.069 0.300 0.115
C 12.49996 12.09679 18.62498 0.250 1.930 -0.023 -0.004
C 12.10042 11.01645 17.72011 0.727 -1.107 -0.845 -0.591
O 12.76218 10.85651 16.69099 -0.186 -0.719 -0.325 0.010
N 11.06775 10.23969 18.06814 -1.174 0.178 2.660 0.022
H 13.87733 9.58582 15.85975 -0.168 -1.360 -1.946 0.128
H 10.64076 10.52618 19.00506 0.727 -0.964 -2.012 0.181
C 10.73443 8.93482 17.46973 0.594 0.861 -0.251 -0.031
H 11.69057 12.84308 18.67079 0.171 -0.239 0.512 0.092
H 13.31799 12.60321 18.10224 -0.093 -0.050 0.282 0.095
H 12.87005 11.80132 19.60575 -0.403 -0.137 0.036 0.095
H 9.98507 8.41688 18.02726 -0.622 0.094 0.555 0.079
H 11.59485 8.25765 17.46310 0.066 0.349 -0.323 0.089
H 10.34059 9.13649 16.47971 0.139 -0.381 -0.286 0.083
C 7.26892 18.99991 18.96009 1.366 -0.239 -1.388 0.013
C 8.43510 18.08253 18.46659 -0.768 1.889 -1.381 -0.461
O 9.04330 17.42163 19.26794 1.076 -0.832 0.252 0.036
N 8.79898 18.12121 17.08907 -0.477 -0.421 2.951 -0.009
H 9.69531 17.73259 16.93082 0.687 -0.598 -0.064 0.110
H 11.10388 17.46270 19.27598 2.017 0.169 0.492 0.113
C 8.26381 18.93529 16.05295 -0.467 1.500 0.130 -0.110
H 6.49706 18.90432 18.23911 -0.948 0.220 -0.811 0.054
H 7.59151 20.07183 18.96678 -0.229 -0.974 0.328 0.105
H 6.84701 18.61821 19.87120 0.379 0.117 0.620 0.076
H 7.82239 19.84439 16.52466 -0.103 -0.672 -0.607 0.090
H 7.52647 18.38115 15.45590 0.160 0.435 -0.035 0.087
H 9.08347 19.34191 15.43681 -0.375 -0.420 0.009 0.090
C 20.52873 19.19192 26.81837 -0.599 0.449 -0.611 0.039
C 21.74440 19.67631 27.53073 -0.165 -0.488 -2.208 -0.401
O 22.04173 19.68872 28.64430 0.081 -0.131 2.503 0.237
N 22.87362 20.27419 26.63019 0.015 1.543 -0.565 0.063
H 22.51938 21.08183 26.09608 -0.038 -0.525 -0.348 0.191
H 23.48924 20.72296 27.29998 0.288 -0.066 0.466 0.171
C 23.65201 19.29509 25.84368 2.268 -0.776 0.541 -0.002
H 19.96248 18.54232 27.48852 0.121 0.128 -0.069 0.112
H 20.69440 18.68115 25.84462 0.229 0.347 0.732 0.108
H 19.90404 20.09154 26.59278 0.342 -0.582 0.181 0.126
H 24.63645 19.69268 25.35645 -2.071 -0.400 1.091 0.156
H 23.03064 18.83058 25.13090 -0.698 -0.186 -1.110 0.073
H 23.88920 18.48073 26.57162 0.239 0.699 -0.574 0.127
C 18.83805 8.63765 12.40151 0.298 -0.332 -0.796 -0.094
C 17.50093 7.91068 12.33459 0.312 0.268 0.448 -0.262
C 17.43175 7.05549 11.10160 -0.657 -0.346 -1.358 -0.196
C 16.03357 6.40550 10.84615 1.149 -0.087 0.799 -0.115
N 16.12282 5.22247 9.92561 0.189 -0.621 -0.476 -0.255
C 17.08006 4.10077 10.48540 0.461 1.270 -0.125 -0.038
C 18.18153 4.04282 9.39160 0.234 0.143 0.818 -0.148
C 17.47785 4.36406 8.10430 0.606 2.573 -0.030 -0.143
C 16.69565 5.59622 8.53265 -0.636 0.167 0.890 -0.094
C 14.76332 4.59104 9.68811 0.250 2.257 0.027 0.031
H 19.66482 7.94044 12.48796 0.231 -0.090 0.390 0.075
H 18.89258 9.41574 13.15011 -0.034 -0.096 0.361 0.077
H 19.01421 9.12214 11.43839 -0.100 0.199 -0.032 0.077
H 16.76834 8.70658 12.36723 -0.625 -0.334 0.108 0.102
H 17.38226 7.17838 13.15292 -0.160 0.779 0.183 0.120
H 18.25747 6.33204 11.24108 -0.503 0.039 -0.521 0.115
H 17.58336 7.61547 10.15762 0.616 0.114 0.751 0.114
H 15.37238 7.17277 10.44665 -0.144 -0.264 -0.230 0.136
H 15.60228 6.03338 11.76979 -0.155 -0.039 0.172 0.114
H 16.44556 3.21940 10.60036 0.409 -0.028 -0.162 0.127
H 17.49127 4.39886 11.48843 -0.639 -0.238 -1.038 0.142
H 18.68995 3.10961 9.35922 0.263 -0.961 0.141 0.113
H 18.96814 4.78935 9.59439 -0.423 -0.125 0.041 0.127
H 16.79395 3.59731 7.83996 -0.323 -0.805 -0.787 0.106
H 18.12743 4.76294 7.28606 -0.358 -1.161 0.440 0.151
H 15.86263 5.85626 7.87804 0.018 0.025 0.145 0.135
H 17.31233 6.48855 8.70718 -0.031 -0.572 -0.383 0.118
H 14.42185 4.19613 10.62786 -0.389 -0.036 0.325 0.103
H 14.91662 3.79991 8.98575 -0.228 -0.372 -0.521 0.094
H 14.11726 5.43624 9.29655 0.459 -1.353 0.477 0.137
C 13.09758 16.29105 12.26723 0.090 -1.235 -0.134 -0.352
O 14.17954 16.92970 11.69555 -0.880 1.331 -0.594 -0.074
O 12.08881 15.87303 11.36484 0.354 0.835 0.531 0.043
C 13.75074 14.99590 12.82625 0.915 3.024 1.832 -0.524
F 14.72196 15.58576 13.73954 -1.403 -2.387 -1.402 0.057
F 12.94270 14.18962 13.44034 -0.924 -0.206 1.629 0.197
F 14.28851 14.23268 11.90248 1.330 0.360 -0.751 0.190
C 13.74429 18.29104 11.41600 -0.044 -0.693 -2.034 -0.211
C 14.87116 19.01735 10.73875 -0.012 -0.673 -0.922 -0.068
H 15.32234 18.30093 10.03396 -0.008 0.191 0.276 0.092
H 14.53662 19.83717 10.13204 -0.585 0.441 -0.250 0.069
H 15.62745 19.42688 11.33146 1.216 0.277 1.300 0.057
H 13.32784 18.68153 12.34850 0.085 0.438 -0.336 0.127
H 13.00275 18.24453 10.55661 0.022 -0.114 1.558 0.136
H 12.65025 16.99551 12.99754 -0.066 -1.114 0.086 0.169
C 12.97698 8.48091 14.42453 0.672 1.005 1.023 -0.346
O 12.65777 7.16006 14.74807 -0.494 0.451 0.228 -0.072
O 14.09353 8.95434 15.07016 0.345 1.431 1.891 0.016
C 13.24038 8.63055 12.91772 -1.528 -1.340 -2.111 -0.494
F 14.49551 8.40720 12.50421 0.939 1.737 0.571 0.127
F 12.64617 7.61299 12.30232 -1.555 -1.311 -0.505 0.123
F 12.63795 9.71149 12.28087 1.735 -0.375 1.503 0.112
C 13.48051 6.27884 15.51189 0.527 -0.242 -1.284 -0.217
C 14.49647 5.57712 14.58528 -0.572 1.110 0.590 -0.053
H 14.76867 4.66361 15.06806 0.320 -0.825 0.010 0.066
H 13.93317 5.42014 13.66625 0.324 -0.317 -0.180 0.071
H 15.40233 6.17217 14.41256 -0.298 0.006 -0.035 0.065
H 12.76413 5.56417 15.84435 -0.573 -0.794 0.089 0.111
H 13.91390 6.62612 16.43370 0.342 1.023 0.097 0.114
H 12.10998 9.10589 14.63196 -0.267 -0.020 0.050 0.152
C 12.21617 17.05056 20.77391 0.310 -2.296 0.716 -0.409
O 11.93944 18.05961 21.65557 -0.307 0.175 1.404 -0.050
O 12.10422 17.49304 19.50210 -1.938 0.262 -1.749 0.034
C 13.69548 16.50324 21.03428 -0.951 0.880 0.174 -0.567
F 13.74062 16.02171 22.30404 0.031 -0.048 -0.360 0.123
F 14.08262 15.56072 20.20007 -0.511 -1.428 -0.536 0.159
F 14.64849 17.41287 20.91401 0.166 1.211 0.410 0.164
C 11.28838 17.74199 22.91355 -0.197 0.043 0.557 -0.230
C 9.78407 17.96931 22.84759 0.001 0.273 -0.161 -0.078
H 9.19784 17.20595 22.34331 0.192 -0.154 -0.277 0.064
H 9.37936 18.03553 23.87066 0.182 0.194 -0.346 0.082
H 9.66542 18.92190 22.30398 -0.329 -0.305 0.385 0.086
H 11.62858 18.48392 23.64587 0.428 -0.104 -0.384 0.118
H 11.55389 16.75895 23.35695 0.033 0.369 -0.746 0.123
H 11.54549 16.14400 20.89498 0.556 0.725 0.413 0.184
```
Positions in Å, forces in eV/Å.

Output
Molar mass   942.03 g mol⁻¹
Multiplicity   1
Electronic energy   -94493.1128 eV
Total charge   +3